*w*
Below is a cluster of 2 separate species, C4H13N2OS in total, with properties calculated with the ωB97M-V functional and the def2-TZVPD basis.

CARTESIAN COORDINATES (ANGSTROEM)
C (1.028, -1.155, -0.393)
N (1.527, -0.176, 0.571)
C (1.620, 1.216, 0.079)
N (0.546, 2.060, 0.481)
C (-0.035, -1.965, 0.279)
C (-1.481, -1.278, 0.133)
S (-2.048, -0.352, 1.674)
H (0.741, -0.637, -1.239)
H (1.841, -1.880, -0.726)
H (1.102, -0.147, 1.469)
H (1.519, 1.203, -1.082)
H (2.645, 1.667, 0.276)
H (-0.220, 1.364, 0.838)
H (0.676, 2.518, 1.472)
H (0.160, -2.012, 1.345)
H (-0.051, -3.075, -0.183)
H (-1.480, -0.568, -0.665)
H (-2.287, -2.037, 0.007)
H (-1.590, 1.763, -2.099)
H (-1.876, 1.543, -0.704)
O (-2.338, 1.949, -1.534)

Values from the calculation:
charge = -1
Kohn-Sham gap = 0.24640 hartree

---

*x*
Below is a cluster of 2 separate species, C4H13N2OS in total, with properties calculated with the ωB97M-V functional and the def2-TZVPD basis.

CARTESIAN COORDINATES (ANGSTROEM)
C (-0.921, 1.238, -0.852)
C (0.562, 1.026, -0.440)
C (0.662, 0.377, 0.943)
S (-0.295, 1.386, 2.149)
N (1.142, 0.310, -1.581)
C (1.340, -1.137, -1.579)
N (0.253, -1.885, -2.145)
H (-0.910, 1.821, -1.788)
H (-1.601, 1.823, -0.206)
H (-1.633, 0.395, -0.981)
H (1.161, 1.935, -0.496)
H (0.331, -0.667, 1.002)
H (1.679, 0.446, 1.337)
H (1.948, 0.714, -2.023)
H (2.265, -1.275, -2.197)
H (1.619, -1.419, -0.549)
H (-0.368, -1.232, -2.628)
H (-0.288, -2.450, -1.511)
H (-2.528, -1.463, 1.553)
H (-1.069, -1.950, 1.715)
O (-1.945, -2.218, 1.430)

Values from the calculation:
charge = -1
Kohn-Sham gap = 0.23337 hartree

---

*y*
Below is a cluster of 2 separate species, C4H13N2OS in total, with properties calculated with the ωB97M-V functional and the def2-TZVPD basis.

CARTESIAN COORDINATES (ANGSTROEM)
C (-1.199, 1.398, -1.907)
N (-1.009, 1.092, -0.498)
C (-0.071, -0.058, -0.231)
C (1.294, 0.211, -0.865)
S (2.611, -0.979, -0.373)
C (0.052, -0.053, 1.311)
N (0.375, -1.380, 1.937)
H (-1.661, 0.605, -2.486)
H (-1.944, 2.221, -1.965)
H (-0.342, 1.823, -2.438)
H (-0.567, 1.875, -0.033)
H (-0.444, -1.031, -0.550)
H (1.628, 1.222, -0.629)
H (1.141, 0.144, -1.948)
H (-0.908, 0.156, 1.775)
H (0.773, 0.673, 1.706)
H (1.210, -1.628, 1.397)
H (-0.417, -1.998, 1.928)
H (-3.297, 1.285, 0.690)
H (-3.200, -0.151, 0.534)
O (-3.758, 0.487, 0.968)

Values from the calculation:
charge = -1
Kohn-Sham gap = 0.22763 hartree

---

Which one sits at the top of the stability order? *y* does.

---

*w*
Below is a cluster of 2 separate species, C4H6NP in total, with properties calculated with the ωB97M-V functional and the def2-TZVPD basis.

CARTESIAN COORDINATES (ANGSTROEM)
N (3.193, -0.541, 0.553)
P (2.617, 0.619, -0.153)
H (1.312, 1.445, -0.117)
H (3.300, 1.848, -0.764)
C (0.463, -1.661, -0.212)
C (-0.619, -1.140, -0.086)
C (-1.806, -0.430, -0.174)
C (-2.310, 0.566, 0.555)
H (1.390, -2.095, -0.439)
H (-2.421, -0.704, -1.001)
H (-3.098, 1.209, 0.291)
H (-2.021, 0.884, 1.547)

Values from the calculation:
charge = 0
SMILES string = N#[PH2].C#CC=C
Kohn-Sham gap = 0.31068 hartree

---

*x*
Below is an isolated molecule of C4H6NP, with properties calculated with the ωB97M-V functional and the def2-TZVPD basis.

CARTESIAN COORDINATES (ANGSTROEM)
N (0.118, 2.417, -0.727)
C (0.955, 1.608, -0.460)
P (1.866, 0.465, 0.276)
C (0.565, -0.796, -0.119)
C (-0.889, -0.593, -0.226)
C (-0.228, -1.057, 1.131)
H (-0.185, 2.836, -1.598)
H (1.081, -1.607, -0.628)
H (-1.389, 0.399, -0.270)
H (-1.430, -1.261, -0.728)
H (-0.492, -2.098, 1.462)
H (0.027, -0.314, 1.886)

Values from the calculation:
charge = 0
SMILES string = N=C=PC1CC1
Kohn-Sham gap = 0.33570 hartree

---

Which one sits at the top of the stability order? *x* does.